1) # C5H8O

A single C5H8O molecule (ωB97M-V/def2-TZVPD, the Open Molecules 2025 dataset).

Positions of all 14 atoms, in Å:
O -0.868 1.926 -0.060
C -0.784 0.691 0.577
C -1.126 -0.562 -0.285
C 0.347 -1.001 -0.260
C 1.445 0.453 -0.491
C 0.659 0.151 0.711
H -0.098 1.938 -0.663
H -1.352 0.749 1.510
H -1.565 -0.358 -1.265
H -1.750 -1.279 0.256
H 0.710 -2.004 -0.055
H 0.823 -0.606 -1.268
H 2.430 -0.027 -0.372
H 1.128 -0.071 1.667

Properties
HOMO energy ... -8.73 eV
Total charge ... 0
Gap between HOMO and LUMO ... 9.70 eV

2) # C5H8O

A single C5H8O molecule (ωB97M-V/def2-TZVPD, the Open Molecules 2025 dataset).

Positions of all 14 atoms, in Å:
C -1.358 -0.849 -0.336
C -0.412 0.354 -0.484
C -0.133 1.068 0.796
C 1.052 0.006 -0.719
C 1.686 -0.352 0.406
O 1.097 0.035 1.536
H -1.058 -1.439 0.536
H -2.403 -0.539 -0.191
H -1.323 -1.496 -1.218
H -0.736 0.988 -1.323
H -0.755 0.963 1.660
H 0.234 2.093 0.595
H 1.523 0.137 -1.671
H 2.588 -0.969 0.411

Properties
HOMO energy ... -8.12 eV
Total charge ... 0
SMILES string ... C[C@@H]1C=COC1
Gap between HOMO and LUMO ... 9.19 eV

3) # C5H8O

A single C5H8O molecule (ωB97M-V/def2-TZVPD, the Open Molecules 2025 dataset).

Positions of all 14 atoms, in Å:
O 1.154 0.706 1.518
C 0.637 0.102 0.358
C 0.659 0.779 -0.972
C -0.603 0.769 -0.150
C -1.279 -0.615 -0.336
C -0.070 -1.248 0.417
H 1.790 1.390 1.278
H 1.181 1.725 -1.079
H 0.712 0.168 -1.876
H -0.652 1.514 0.664
H -2.262 -0.779 0.111
H -1.342 -0.935 -1.388
H -0.356 -1.447 1.454
H 0.431 -2.129 0.000

Properties
HOMO energy ... -8.59 eV
Total charge ... 0
SMILES string ... O[C@@]12CC[C@@H]1C2
Gap between HOMO and LUMO ... 9.60 eV

The data favor 2); the next most stable structure lies 0.414 eV above it.

1) # C5H8O

A single C5H8O molecule (ωB97M-V/def2-TZVPD, the Open Molecules 2025 dataset).

Positions of all 14 atoms, in Å:
O -2.395 -0.299 -0.771
C -2.044 0.324 0.208
C 0.066 -1.076 0.317
C 1.323 -0.292 -0.098
C 0.496 1.016 -0.013
C -0.631 0.230 0.741
H -0.480 -1.460 -0.543
H -2.769 0.959 0.765
H 0.143 -1.872 1.061
H 1.751 -0.543 -1.075
H 2.107 -0.335 0.665
H 0.953 1.845 0.536
H 0.162 1.387 -0.986
H -0.619 0.449 1.813

Properties
HOMO energy ... -9.79 eV
Total charge ... 0
SMILES string ... O=CC1CCC1
Gap between HOMO and LUMO ... 10.79 eV

2) # C5H8O

A single C5H8O molecule (ωB97M-V/def2-TZVPD, the Open Molecules 2025 dataset).

Positions of all 14 atoms, in Å:
O -2.712 -0.270 -0.331
C -1.394 -0.094 -0.471
C 1.137 1.696 0.012
C 1.656 0.439 0.169
C 1.019 -0.812 0.160
C -0.433 -0.984 0.169
H -2.894 -1.167 -0.007
H -1.151 0.832 -0.970
H 1.770 2.561 0.187
H 0.102 1.917 -0.213
H 2.730 0.395 0.357
H 1.604 -1.709 0.325
H -0.747 -2.035 0.085
H -0.685 -0.685 1.217

Properties
HOMO energy (alpha / beta) ... -7.44 / -6.58 eV
Total charge ... 0
Gap between HOMO and LUMO (alpha / beta) ... 8.25 / 6.38 eV

3) # C5H8O

A single C5H8O molecule (ωB97M-V/def2-TZVPD, the Open Molecules 2025 dataset).

Positions of all 14 atoms, in Å:
C -1.498 -0.032 -0.306
C -0.437 0.831 0.309
C 0.405 0.135 1.366
O 1.045 -0.967 0.712
C 1.027 -0.767 -0.682
C -0.138 0.117 -0.988
H -1.749 -0.941 0.257
H -2.382 0.447 -0.723
H -0.560 1.910 0.359
H -0.195 -0.273 2.194
H 1.172 0.796 1.785
H 1.119 -1.745 -1.156
H 1.834 -0.093 -1.270
H 0.357 0.582 -1.857

Properties
HOMO energy ... -9.57 eV
Total charge ... 0
SMILES string ... C1OC[C@H]2C[C@@H]12
Gap between HOMO and LUMO ... 10.66 eV

The data favor 1); the next most stable structure lies 1.152 eV above it.

1) # C4H13N3O2

2 unconnected molecules or ions with the total composition C4H13N3O2 (ωB97M-V/def2-TZVPD, the Open Molecules 2025 dataset).

Positions of all 22 atoms, in Å:
C 1.691 -0.666 0.807
C 0.297 0.326 2.511
C 1.746 -1.072 -0.660
N 0.480 0.093 1.090
O 0.595 1.375 0.450
H -0.170 1.432 -0.139
H 2.586 -0.083 1.070
H 1.660 -1.556 1.440
H 0.102 -0.631 2.992
H -0.566 0.976 2.645
H 1.169 0.799 2.979
H 0.894 -1.697 -0.916
H 1.737 -0.190 -1.295
H 2.658 -1.630 -0.855
C -2.185 -0.153 -0.469
O -1.863 0.919 -1.318
N -1.093 0.387 -2.442
N -1.150 0.956 -3.488
H -1.847 1.707 -3.621
H -2.260 0.219 0.548
H -3.124 -0.622 -0.781
H -1.358 -0.886 -0.549

Properties
HOMO energy ... -8.79 eV
Total charge ... 0
SMILES string ... [H]/N=N\OC.CCN(C)O
Gap between HOMO and LUMO ... 9.65 eV

2) # C4H13N3O2

A molecular structure, C4H13N3O2 (ωB97M-V/def2-TZVPD, the Open Molecules 2025 dataset).

Positions of all 22 atoms, in Å:
C 0.294 -0.127 1.889
C 0.975 -0.686 0.046
C 0.586 -2.111 -0.281
N -0.897 -0.712 2.150
H -0.863 -1.684 2.428
H -1.590 -0.509 1.393
H 0.224 0.930 1.636
H 1.106 -0.438 2.541
H 1.926 -0.687 0.588
H 1.303 -0.099 -0.808
H 1.430 -2.691 -0.664
H 0.210 -2.647 0.597
H -0.219 -2.178 -1.009
N -0.577 1.784 -0.490
C -0.961 0.439 -0.806
N 0.273 2.424 -1.429
O -0.750 0.092 -2.109
O -1.929 -0.035 -0.197
H -0.008 0.633 -2.430
H -1.360 2.315 -0.129
H -0.226 3.125 -1.969
H 1.052 2.861 -0.948

Properties
HOMO energy ... -7.67 eV
Total charge ... 0
Gap between HOMO and LUMO ... 8.31 eV

3) # C4H13N3O2

2 unconnected molecules or ions with the total composition C4H13N3O2 (ωB97M-V/def2-TZVPD, the Open Molecules 2025 dataset).

Positions of all 22 atoms, in Å:
C -1.911 -0.083 0.524
C 0.960 -0.063 -1.225
C 1.264 -0.814 1.807
C 0.278 2.068 -0.045
N -1.921 -1.113 -0.247
N 0.393 0.629 0.118
N 0.079 -0.072 -2.331
O 1.298 0.467 1.227
O -1.387 -2.275 0.344
H -1.513 -2.958 -0.322
H -2.377 0.797 0.104
H -1.828 -0.159 1.604
H -0.122 0.849 -2.689
H -0.785 -0.551 -2.098
H 1.873 0.482 -1.487
H 1.158 -1.091 -0.923
H 1.807 -1.552 1.187
H 0.256 -1.176 1.941
H 1.753 -0.701 2.779
H 0.004 2.525 0.908
H 1.224 2.514 -0.390
H -0.501 2.274 -0.784

Properties
HOMO energy ... -7.98 eV
Total charge ... 0
SMILES string ... CON(C)CN.C=NO
Gap between HOMO and LUMO ... 8.93 eV

The data favor 2); the next most stable structure lies 1.233 eV above it.

1) # CH6N2O

2 unconnected molecules or ions with the total composition CH6N2O (ωB97M-V/def2-TZVPD, the Open Molecules 2025 dataset).

Positions of all 10 atoms, in Å:
N -0.421 0.651 -0.642
C 0.870 0.932 -0.994
N 1.803 0.162 -1.348
H -0.540 -0.318 -0.420
H -1.126 1.309 -0.407
H 1.046 2.023 -0.907
H 1.647 -0.587 -2.007
H -0.340 -1.322 2.081
H -1.743 -1.810 2.244
O -1.197 -1.041 2.400

Properties
HOMO energy ... -8.79 eV
Total charge ... 0
SMILES string ... [H]/N=C\N.O
Gap between HOMO and LUMO ... 9.48 eV

2) # CH6N2O

2 unconnected molecules or ions with the total composition CH6N2O (ωB97M-V/def2-TZVPD, the Open Molecules 2025 dataset).

Positions of all 10 atoms, in Å:
C -1.412 -0.602 0.044
N 1.235 0.692 0.051
N 1.089 -0.655 0.153
O -1.332 0.739 0.004
H -1.293 -1.158 -0.788
H -1.913 -0.964 0.955
H 1.335 1.083 -0.801
H 1.827 0.921 0.822
H 0.813 -1.063 -0.748
H -0.349 1.006 0.309

Properties
HOMO energy (alpha / beta) ... -8.30 / -7.66 eV
Total charge ... 0
Gap between HOMO and LUMO (alpha / beta) ... 9.24 / 8.40 eV

The data favor 1); the next most stable structure lies 3.618 eV above it.

1) # CH5N3O

A single CH5N3O molecule (ωB97M-V/def2-TZVPD, the Open Molecules 2025 dataset).

Positions of all 10 atoms, in Å:
C -1.104 -1.439 -0.763
N 1.248 0.544 0.561
N 0.119 0.129 0.081
N 1.290 1.862 0.787
O 0.147 -1.208 -0.222
H -1.310 -0.631 -1.515
H -1.830 -1.330 0.032
H -1.063 -2.413 -1.221
H 0.401 2.276 0.967
H 2.101 2.209 1.293

Properties
HOMO energy ... -8.84 eV
Total charge ... 0
SMILES string ... CO/N=N/N
Gap between HOMO and LUMO ... 10.08 eV

2) # CH5N3O

A molecular structure, CH5N3O (ωB97M-V/def2-TZVPD, the Open Molecules 2025 dataset).

Positions of all 10 atoms, in Å:
C -0.125 0.682 0.131
H -2.488 -0.939 0.913
H -2.518 0.936 -0.181
H -0.584 1.713 0.227
H 1.802 1.196 0.420
H 1.802 -1.083 -0.697
N -2.174 -0.309 -0.101
N -0.816 -0.297 -0.090
N 1.290 0.530 -0.196
O 1.829 -0.673 0.155

Properties
HOMO energy ... -8.65 eV
Total charge ... 0
Gap between HOMO and LUMO ... 9.55 eV

The data favor 1); the next most stable structure lies 1.750 eV above it.